Formula: C5H4BrF2O2
Source: the Open Molecules 2025 dataset
Level of theory: ωB97M-V with the def2-TZVPD basis set

Geometry as XYZ:
```
14
C5H4BrF2O2 (ωB97M-V with the def2-TZVPD basis set)
C 0.14 0.18 0.06
C 3.47 0.19 0.11
C 2.06 0.80 -0.04
C -1.61 -1.08 0.22
C -2.07 0.39 -0.06
O -0.20 -0.96 0.47
O -0.75 1.02 -0.25
F 1.93 1.31 -1.23
F 1.91 1.72 0.88
Br 3.76 -1.53 -0.06
H -2.00 -1.61 0.99
H -1.69 -1.61 -0.78
H -2.54 0.30 -1.11
H -2.43 0.90 0.82
```

- total charge = +1
- HOMO (alpha / beta) (eV) = -13.5 / -13.5
- Kohn-Sham gap (alpha / beta) (Eh) = 0.285 / 0.285
- total energy (Ha) = -3116.647386